{
  "formula": "C38H52N17PS",
  "method": "the ωB97M-V functional and the def2-TZVPD basis",
  "total_energy_ev": -85695.2572,
  "spin_multiplicity": 1,
  "fmax_ha_per_bohr": 0.11234,
  "orbital_gap_ev": 7.003,
  "charge": 0,
  "lumo_ev": -1.6,
  "elements": ["H", "S", "C", "N", "H", "C", "C", "H", "C", "H", "C", "C", "C", "H", "H", "H", "C", "H", "C", "H", "H", "H", "H", "H", "C", "H", "N", "C", "H", "H", "C", "H", "C", "H", "N", "C", "C", "H", "C", "N", "H", "H", "C", "C", "N", "H", "N", "C", "C", "C", "C", "N", "C", "C", "N", "H", "H", "C", "H", "H", "H", "C", "C", "C", "N", "N", "N", "N", "H", "H", "H", "H", "H", "C", "C", "C", "C", "N", "H", "H", "P", "H", "C", "N", "H", "N", "H", "N", "H", "H", "H", "C", "H", "C", "H", "H", "C", "N", "H", "H", "H", "C", "C", "H", "H", "H", "H", "H", "H"],
  "coordinates": [[-8.8793, 0.3398, -7.5931], [5.5942, -1.0191, 1.5647], [-5.7290, -2.4413, 3.1334], [-2.3691, -0.8572, 6.5742], [-2.3723, -2.5037, 0.6795], [5.1393, 2.4522, 7.5819], [0.7484, 1.5118, 7.4959], [6.7683, 4.8247, -4.7326], [-4.2471, 0.0631, -6.2715], [0.3998, -2.7474, 0.5637], [5.8858, -5.4606, 4.3738], [-2.5671, 5.0621, -2.7155], [-0.2188, 2.0414, -8.1145], [-11.0915, 3.4570, -5.2326], [7.9952, -5.1921, 4.3689], [2.8877, -5.1653, 0.8648], [-1.4246, -0.4227, 3.6071], [-0.6809, 3.5113, -9.5825], [-8.9556, 0.1501, -6.5198], [8.4885, -2.6803, 0.7767], [5.3402, 3.4087, 7.0932], [-3.4693, 0.3515, -6.9827], [-1.7193, 1.0006, -0.8150], [5.7802, 2.3973, 8.4649], [3.8224, -5.6245, 1.1953], [0.1459, 0.6202, 7.6852], [-1.6210, -0.1205, -3.7969], [8.4450, -4.8048, 0.7011], [-8.7089, -0.9023, -6.3586], [-5.9164, -3.8372, 4.7252], [2.2624, -0.1287, 4.4966], [-0.3925, -0.1525, -0.8572], [4.7609, -5.7976, 0.0822], [5.1414, -2.5034, 3.9220], [0.8667, 0.1195, 4.6283], [-1.1062, -3.1343, 6.8324], [-5.8055, -3.8146, 3.6385], [7.4710, -6.8428, 4.0587], [-10.4109, 4.3020, -5.1008], [-5.6690, -1.3620, 2.7368], [1.3768, 1.2992, 6.6297], [-2.7340, 4.2677, -1.9842], [1.4306, 3.0335, -3.2565], [-1.6945, -1.9925, 1.4379], [-6.1961, 1.8094, -6.2143], [7.3120, -5.6195, 2.8058], [-11.6528, 6.5917, -5.3548], [-0.1155, -2.1160, 1.3806], [4.7876, 5.0470, -5.4721], [0.8016, -1.4153, 2.4663], [-2.3515, -1.1139, 2.5835], [8.8460, -5.8370, 1.0187], [5.7676, 4.4111, -4.5869], [-5.3385, 1.0406, -6.2395], [0.1895, 1.0053, -7.8116], [-6.6568, -4.3519, 3.2138], [-0.1603, 1.4839, -1.4685], [-11.1065, 5.5843, -5.2431], [4.1045, 2.4772, 7.9331], [-9.6128, 4.1931, -5.8393], [8.0060, -3.3429, -0.7802], [7.9330, -3.4914, 0.2998], [5.3741, 1.3250, 6.6755], [0.1538, -0.5597, 3.5812], [-11.3379, 0.7336, -5.6038], [1.2436, 3.2963, -2.1501], [5.4983, -5.9335, -0.7920], [5.5588, 0.4375, 5.9637], [-2.0337, 5.8671, -2.2046], [2.4403, 1.9344, -4.7728], [4.2393, -4.9850, 1.9773], [5.8318, 3.3350, -4.7658], [-4.6029, -0.9277, -6.5644], [1.6677, 2.6998, -4.6648], [-1.2913, 0.2210, -2.7477], [2.9309, -0.9728, 3.3803], [-1.8209, 4.5753, -3.8785], [4.0174, 5.5477, -6.1685], [-0.6450, -3.2282, 7.8185], [3.5686, -6.5807, 1.6592], [4.8327, -1.1923, 3.3771], [-8.1791, 0.7436, -6.0303], [-10.2891, 0.4765, -6.0071], [4.8322, -5.1990, 4.7603], [-3.5471, 5.4517, -3.0015], [-1.2338, 4.1929, -4.7915], [-3.7694, -0.0398, -5.2939], [2.2165, -1.6312, 2.3380], [-0.1781, 4.1682, -8.0293], [0.7647, 2.3175, -5.1467], [0.0615, 2.3116, 7.2091], [-0.7388, 3.3583, -8.5020], [-1.9509, 0.1928, 4.4272], [-0.8719, 0.6568, -1.4135], [1.9945, 3.5721, -5.2367], [-1.7856, 3.4787, -8.2135], [7.2251, -5.7935, 3.8799], [2.1823, 2.1718, 9.5843], [2.9535, 0.3314, 5.2948], [-3.4924, -0.9782, 2.6646], [5.4799, -0.2334, 4.2306], [1.5499, 1.8814, 8.6662], [-1.8140, -1.8595, 6.6878], [-9.9544, 4.1989, -4.1135], [5.5084, 4.5505, -3.5347], [-4.9060, -4.3839, 3.3917], [-1.7806, -3.9847, 6.7070], [-0.3106, -3.2382, 6.0902], [6.8823, -3.3678, 0.5728]],
  "forces_ev_per_a": [[-0.2, 0.1, 0.1], [-0.3, -0.1, 0.3], [-0.1, 0.1, 0.0], [0.2, -0.5, 0.2], [1.2, 0.7, 1.1], [-0.1, 0.3, 0.1], [-0.1, 0.0, -0.1], [-0.2, 0.1, -0.1], [0.2, -0.2, 0.0], [-0.9, 1.2, 1.5], [0.0, 0.0, 0.1], [-0.2, 0.1, 0.3], [0.1, -0.3, 0.1], [-0.1, 0.2, 0.0], [-0.2, 0.0, 0.0], [0.2, 0.0, -0.2], [-0.4, -1.9, -2.7], [0.1, -0.2, 0.1], [0.2, -0.1, 0.0], [0.0, -0.2, 0.1], [0.1, -0.2, -0.2], [-0.2, 0.1, 0.1], [-0.1, -0.1, -0.2], [0.0, -0.2, -0.2], [-0.2, 0.0, 0.2], [0.1, 0.1, 0.1], [0.1, 0.1, 0.4], [0.1, 0.0, -0.2], [-0.3, 0.1, 0.1], [0.0, 0.2, -0.1], [-1.4, -0.6, -1.0], [-0.1, 0.0, -0.2], [0.1, 0.0, -0.1], [-0.6, 0.9, 0.1], [3.3, -3.0, -3.6], [0.2, -0.3, 0.0], [0.0, -0.3, 0.1], [-0.2, 0.1, 0.0], [0.1, -0.3, 0.0], [-0.1, -0.5, 0.2], [0.0, 0.1, 0.2], [0.1, 0.0, -0.2], [0.0, 0.1, 0.0], [3.6, 1.6, 2.4], [0.5, -0.3, 0.0], [-0.2, 0.0, 0.2], [0.2, -0.4, 0.1], [-3.1, 1.3, 1.9], [-0.2, 0.1, -0.2], [-1.1, -0.3, -0.6], [4.3, 0.2, 0.6], [-0.1, 0.5, -0.1], [0.2, -0.1, 0.2], [0.0, 0.1, 0.0], [-0.3, 0.7, -0.2], [0.0, 0.2, -0.1], [-0.1, -0.1, -0.2], [0.0, 0.1, 0.0], [0.1, -0.2, -0.1], [-0.1, 0.2, 0.0], [0.0, -0.3, 0.1], [-0.1, 0.2, -0.1], [0.0, 0.0, 0.0], [-1.9, -0.3, -0.5], [0.6, -0.1, -0.2], [0.1, -0.1, -0.5], [-0.3, 0.1, 0.4], [0.0, 0.8, 1.2], [0.1, -0.1, -0.2], [-0.1, 0.1, 0.2], [0.1, 0.0, -0.2], [-0.1, 0.1, -0.1], [-0.2, 0.2, 0.0], [0.1, -0.1, -0.3], [0.0, 0.0, 0.0], [-2.7, -0.1, 0.1], [0.1, 0.0, -0.1], [0.4, -0.3, 0.4], [-0.1, 0.2, -0.1], [0.2, 0.0, -0.2], [0.3, -0.2, -1.4], [-0.3, 0.0, 0.0], [-0.2, 0.0, 0.0], [0.4, 0.0, -0.2], [0.2, -0.1, -0.2], [-0.3, 0.2, 0.3], [-0.1, 0.2, -0.1], [-1.3, 2.9, 4.2], [0.0, -0.3, 0.1], [0.0, 0.1, 0.3], [0.1, 0.0, 0.2], [-0.1, 0.3, -0.1], [1.3, -1.1, -1.4], [0.1, 0.1, 0.3], [-0.1, 0.1, 0.3], [0.1, -0.2, 0.1], [0.2, 0.0, 0.0], [-0.2, -0.1, -0.4], [-1.2, -0.8, -1.4], [2.2, -0.3, -0.2], [-1.1, -0.9, -0.4], [-0.1, 0.0, 0.1], [-0.1, 0.1, 0.0], [-0.1, 0.2, -0.1], [-0.1, 0.1, -0.2], [0.0, 0.2, -0.1], [-0.1, 0.2, 0.0], [-0.1, 0.2, 0.0], [0.1, -0.2, 0.0]]
}